1.
Below is a structure of composition C30H31N11P2ReS2 in a non-equilibrium geometry, with properties calculated with ωB97M-V with the def2-TZVPD basis set.

E ... -90384.0038 eV
Orbital gap (alpha / beta) ... 0.247 / 0.259 Eh
⟨S²⟩ ... 0.963
Spin multiplicity ... 2
Charge ... 0
HOMO level (alpha / beta) ... -8.07 / -7.60 eV
Energy relative to the best compared isomer or geometry (same formula, charge and spin) ... 0.4473 eV

Last column: Löwdin charge in e.
Cartesian coordinates (Å):
Re -2.053 0.050 -1.113  1.14
S -2.001 2.251 -0.025  0.34
P -0.152 1.583 0.534  0.54
C -0.339 -0.109 0.025  -0.62
P 0.547 -1.440 0.868  0.44
S -0.615 -2.570 1.990  0.33
C 1.906 -0.767 1.868  -0.35
C 3.029 -0.225 1.232  -0.08
C 4.080 0.297 1.979  -0.07
C 4.017 0.270 3.368  -0.08
C 2.907 -0.278 4.005  -0.08
C 1.851 -0.799 3.259  -0.11
C 1.448 -2.412 -0.369  -0.36
C 2.067 -3.590 0.061  -0.09
C 2.752 -4.384 -0.845  -0.07
C 2.823 -4.015 -2.190  -0.08
C 2.216 -2.844 -2.623  -0.07
C 1.527 -2.037 -1.710  -0.11
C 1.098 2.655 -0.214  -0.36
C 0.959 4.029 0.015  -0.11
C 1.849 4.921 -0.562  -0.07
C 2.876 4.451 -1.377  -0.07
C 3.010 3.094 -1.617  -0.07
C 2.120 2.193 -1.037  -0.10
C 0.071 1.794 2.318  -0.34
C 1.199 2.402 2.872  -0.08
C 1.341 2.472 4.255  -0.08
C 0.371 1.929 5.086  -0.08
C -0.748 1.307 4.542  -0.07
C -0.897 1.237 3.163  -0.10
H 3.093 -0.225 0.147  0.10
H 4.949 0.713 1.478  0.11
H 4.841 0.667 3.955  0.11
H 2.861 -0.302 5.090  0.11
H 0.982 -1.227 3.743  0.07
H 1.991 -3.887 1.102  0.10
H 3.234 -5.297 -0.506  0.11
H 3.357 -4.643 -2.896  0.10
H 2.282 -2.541 -3.664  0.11
H 1.088 -1.104 -2.044  0.06
H 0.153 4.398 0.636  0.10
H 1.735 5.985 -0.389  0.11
H 3.566 5.152 -1.836  0.11
H 3.792 2.729 -2.278  0.11
H 2.198 1.140 -1.266  0.07
H 1.969 2.811 2.229  0.11
H 2.218 2.946 4.682  0.11
H 0.488 1.984 6.163  0.11
H -1.503 0.877 5.191  0.11
H -1.761 0.744 2.735  0.08
N -2.888 1.072 -4.398  0.16
C -1.570 1.114 -4.016  -0.47
N -0.632 1.548 -4.816  0.05
N 0.522 1.400 -4.095  -0.04
N 0.281 0.914 -2.935  -0.06
N -1.090 0.704 -2.842  -0.14
C -3.923 0.654 -3.600  -0.49
N -5.165 0.551 -4.020  0.05
N -5.858 0.116 -2.934  -0.05
N -5.062 -0.053 -1.932  -0.08
N -3.783 0.303 -2.342  -0.14
H -3.113 1.409 -5.315  0.15
N -3.560 -0.479 0.378  -0.11
C -3.820 -1.907 0.751  -0.22
C -3.923 -2.787 -0.482  -0.19
C -2.575 -3.140 -1.075  -0.21
N -2.023 -2.011 -1.889  -0.07
H -3.411 0.077 1.206  0.06
H -4.397 -0.121 -0.076  0.05
H -4.737 -1.962 1.333  0.12
H -3.000 -2.230 1.372  0.00
H -4.542 -2.294 -1.231  0.09
H -4.433 -3.713 -0.207  0.12
H -2.668 -4.028 -1.699  0.12
H -1.854 -3.348 -0.295  0.05
H -2.514 -1.971 -2.767  0.09
H -1.056 -2.204 -2.102  0.07

=====

2.
Below is a structure of composition C30H31N5O5STi in a non-equilibrium geometry, with properties calculated with ωB97M-V with the def2-TZVPD basis set.

E ... -83257.8929 eV
Orbital gap (alpha / beta) ... 0.191 / 0.191 Eh
⟨S²⟩ ... 0.760
Spin multiplicity ... 2
Charge ... -1
HOMO level (alpha / beta) ... -2.85 / -2.85 eV
Energy relative to the best compared isomer or geometry (same formula, charge and spin) ... 0.1730 eV

Last column: Löwdin charge in e.
Cartesian coordinates (Å):
Ti -0.244 0.329 -0.167  0.83
O 0.289 2.074 0.634  -0.23
N 0.203 2.322 1.944  -0.15
C 1.017 3.295 2.425  -0.01
C 1.000 3.644 3.743  -0.06
C 0.118 2.967 4.596  -0.07
C -0.687 1.970 4.090  -0.10
C -0.647 1.607 2.738  -0.64
S -1.553 0.315 2.090  0.72
H 1.657 3.734 1.677  0.14
H 1.671 4.411 4.098  0.10
H 0.077 3.215 5.646  0.10
H -1.368 1.417 4.720  0.10
C 1.147 -1.776 -3.170  -0.02
C -0.344 -1.912 -3.256  -0.20
C -0.971 -2.080 -4.481  -0.06
C -2.352 -2.159 -4.575  -0.10
C -3.116 -2.089 -3.421  -0.07
C -2.517 -1.937 -2.176  -0.22
C -3.359 -1.954 -0.928  -0.05
C -1.122 -1.825 -2.085  -0.24
N -0.514 -1.561 -0.852  -0.08
C 0.272 -2.540 -0.280  -0.35
C 0.078 -3.987 -0.634  -0.04
C 1.224 -2.102 0.595  -0.33
C 2.203 -3.047 1.233  -0.04
N 1.280 -0.731 0.774  -0.06
C 2.167 -0.154 1.682  -0.24
C 3.190 0.685 1.182  -0.21
C 3.404 0.809 -0.299  -0.03
C 4.038 1.345 2.057  -0.08
C 3.911 1.198 3.431  -0.11
C 2.922 0.367 3.923  -0.07
C 2.054 -0.315 3.077  -0.22
C 1.006 -1.202 3.693  -0.07
H 1.601 -1.911 -4.151  0.07
H 1.578 -2.502 -2.477  0.07
H 1.409 -0.787 -2.791  0.07
H -0.365 -2.128 -5.378  0.10
H -2.828 -2.268 -5.540  0.09
H -4.195 -2.160 -3.482  0.10
H -4.363 -1.578 -1.129  0.07
H -2.897 -1.367 -0.131  0.03
H -3.455 -2.974 -0.546  0.08
H -0.814 -4.120 -1.247  0.07
H -0.037 -4.606 0.260  0.07
H 0.920 -4.399 -1.201  0.07
H 1.730 -3.712 1.958  0.07
H 2.994 -2.509 1.749  0.07
H 2.675 -3.682 0.479  0.07
H 2.526 1.186 -0.819  0.06
H 3.629 -0.169 -0.735  0.09
H 4.239 1.481 -0.505  0.07
H 4.821 1.976 1.652  0.10
H 4.575 1.725 4.104  0.09
H 2.805 0.242 4.994  0.11
H 0.483 -0.671 4.491  0.07
H 1.465 -2.090 4.133  0.08
H 0.269 -1.519 2.958  0.04
O -2.369 3.934 -4.184  0.11
C -3.319 3.716 -3.293  -0.51
O -4.390 4.283 -3.331  0.07
C -3.024 2.732 -2.224  -0.04
C -3.922 2.369 -1.233  0.02
N -3.317 1.455 -0.459  0.04
N -2.073 1.194 -0.883  0.00
C -1.870 1.965 -1.944  -0.10
C -0.520 1.862 -2.580  -0.51
O -0.301 2.472 -3.642  0.05
O 0.277 1.107 -1.946  -0.09
H -1.539 3.367 -4.017  0.06
H -4.927 2.707 -1.053  0.14
H -3.607 1.049 0.419  0.11

=====

3.
Below is a structure of composition C30H32BF4MoNO2Sb2 in a non-equilibrium geometry, with properties calculated with ωB97M-V with the def2-TZVPD basis set.

E ... -63680.1324 eV
Orbital gap (alpha / beta) ... 0.227 / 0.230 Eh
⟨S²⟩ ... 2.034
Spin multiplicity ... 3
Charge ... +2
HOMO level (alpha / beta) ... -14.45 / -14.45 eV
Energy relative to the best compared isomer or geometry (same formula, charge and spin) ... 2.4492 eV

Last column: Löwdin charge in e.
Cartesian coordinates (Å):
Mo 0.062 0.596 -0.009  1.34
N 0.444 0.054 2.318  -0.03
C 0.626 -1.423 2.356  -0.19
C -0.718 -2.140 2.155  -0.04
C -1.539 -1.374 1.141  -0.57
O -2.693 -1.042 1.274  0.08
O -0.855 -0.937 0.119  -0.27
H 1.326 0.482 2.620  0.12
H -0.258 0.317 3.020  0.12
H 1.044 -1.732 3.322  0.14
H 1.347 -1.697 1.571  0.12
H -1.286 -2.200 3.087  0.14
H -0.549 -3.158 1.794  0.15
C -3.948 1.144 -0.783  -0.29
C -3.507 0.403 -2.036  -0.37
C -2.672 1.218 -3.027  -0.31
Sb -0.534 1.021 -2.590  1.59
C 0.208 0.458 -4.508  -0.35
C 1.117 -0.572 -4.660  -0.11
C 1.582 -0.867 -5.933  -0.04
C 1.128 -0.147 -7.026  -0.04
C 0.209 0.876 -6.858  -0.05
C -0.264 1.181 -5.594  -0.14
C 0.506 2.876 -2.302  -0.35
C 0.950 3.747 -3.285  -0.07
C 1.902 4.707 -2.971  -0.03
C 2.438 4.776 -1.696  -0.03
C 2.002 3.909 -0.703  -0.05
C 1.041 2.972 -1.022  -0.25
Sb -2.310 1.971 0.390  1.58
C -2.063 3.981 -0.349  -0.38
C -1.046 4.753 0.204  -0.17
C -0.796 6.025 -0.284  -0.06
C -1.573 6.536 -1.313  -0.04
C -2.619 5.789 -1.830  -0.05
C -2.865 4.510 -1.351  -0.12
C -3.154 2.281 2.343  -0.35
C -3.438 3.567 2.779  -0.11
C -4.094 3.747 3.987  -0.05
C -4.464 2.656 4.756  -0.04
C -4.167 1.376 4.322  -0.05
C -3.517 1.186 3.114  -0.13
H -4.465 0.460 -0.103  0.07
H -4.620 1.972 -1.028  0.08
H -4.418 0.079 -2.552  0.13
H -2.967 -0.512 -1.745  0.09
H -3.000 2.256 -3.084  0.05
H -2.766 0.779 -4.021  0.06
H 1.472 -1.131 -3.804  0.10
H 2.301 -1.660 -6.065  0.12
H 1.476 -0.400 -8.016  0.12
H -0.141 1.442 -7.708  0.12
H -0.990 1.974 -5.453  0.10
H 0.577 3.655 -4.296  0.11
H 2.252 5.376 -3.743  0.12
H 3.200 5.502 -1.462  0.12
H 2.428 3.960 0.289  0.13
H 0.679 2.270 -0.176  -0.02
H -0.456 4.363 1.033  0.11
H 0.006 6.616 0.134  0.12
H -1.377 7.524 -1.698  0.12
H -3.245 6.200 -2.608  0.12
H -3.703 3.950 -1.745  0.09
H -3.174 4.421 2.171  0.10
H -4.321 4.747 4.324  0.12
H -4.983 2.803 5.691  0.12
H -4.444 0.520 4.918  0.12
H -3.339 0.179 2.770  0.07
F 2.303 0.523 -2.068  0.11
B 2.702 -0.222 -0.966  -1.26
F 3.957 -0.582 -0.898  0.29
F 1.758 -1.237 -0.794  0.11
F 2.330 0.689 0.198  -0.05